1.
Computed, not measured: C8H5Cl2NO4Se2Te2Ti as an isolated structure, with ωB97M-V/def2-TZVPD.

Calculated values
Energy: -211502.5748 eV
Energy relative to the best compared isomer or geometry (same formula, charge and spin): 25.9 kcal per mole
Total charge: -2
Multiplicity: 1
Max |F|: 0.51 eV/Å

Element x y z (Å)
Ti1 -1.2686 -0.5013 -0.2752
O1 2.4927 -1.3633 0.9851
C1 1.3889 -0.8560 0.8086
O2 0.2934 -1.5086 0.5284
C2 1.1374 0.6122 0.9422
C3 1.8935 1.5423 1.6203
C4 1.3315 2.7697 1.9659
C5 -0.0368 2.9607 1.7483
C6 -0.7592 2.0165 1.0587
N1 -0.1348 0.9159 0.5298
C7 -2.2527 1.8493 1.0416
O3 -3.0031 2.7473 1.3998
O4 -2.6016 0.6462 0.6834
H1 2.9002 1.2728 1.9167
H2 1.9165 3.5165 2.4885
H3 -0.5671 3.8152 2.1507
Se1 -1.8902 0.7288 -2.5253
Te1 -2.9526 -0.8791 -4.1551
Te2 -2.3083 -3.3121 -3.0360
Se2 -2.6928 -2.7026 -0.6372
Cl1 2.3998 -3.8124 -2.8650
C8 1.3892 -2.9011 -1.7029
Cl2 0.8429 -1.3620 -2.3672
H4 1.9789 -2.7064 -0.8141
H5 0.5030 -3.4884 -1.4900

=====

2.
Computed, not measured: one molecule with the formula CHNO, with ωB97M-V/def2-TZVPD.

Calculated values
Energy: -4589.6222 eV
Energy relative to the best compared isomer or geometry (same formula, charge and spin): 25.5 kcal per mole
Total charge: 0
Multiplicity: 1
Max |F|: 0.57 eV/Å
SMILES: N#CO

Element x y z (Å)
C1 -0.1948 0.1377 -0.4264
H1 0.3900 -0.3975 1.2529
N1 -0.9621 0.2717 -1.2746
O1 0.7669 -0.0118 0.4481

=====

3.
Computed, not measured: C44H36BiIN7O4 as an isolated structure, with ωB97M-V/def2-TZVPD.

Calculated values
Energy: -78769.7840 eV
Total charge: +1
Multiplicity: 1
Max |F|: 0.58 eV/Å

Element x y z (Å)
Bi1 0.4756 1.0345 -0.2845
C1 4.5518 2.5814 1.4393
C2 4.0363 1.2171 1.7878
N1 4.9033 0.2825 2.0991
C3 4.4514 -0.9253 2.5044
C4 3.1260 -1.2086 2.6980
C5 2.7168 -2.5386 3.2717
O1 2.2170 -2.4354 4.6053
C6 2.1705 -0.2242 2.3525
C7 0.7824 -0.3619 2.8184
N2 -0.1670 0.3157 2.3050
C8 -1.4370 0.3758 2.9264
C9 -1.9754 -0.6293 3.7241
C10 -3.2037 -0.4543 4.3429
C11 -3.9188 0.7227 4.1694
C12 -3.4114 1.7246 3.3527
C13 -2.1877 1.5349 2.7351
I1 -1.4473 2.9753 1.4390
C14 2.6160 0.9871 1.7924
O2 1.8212 1.9097 1.3058
H1 5.5526 2.4982 1.0211
H2 4.6195 3.1909 2.3437
H3 3.8916 3.1006 0.7478
H4 5.2072 -1.6750 2.7118
H5 3.5611 -3.2312 3.2237
H6 1.9008 -2.9804 2.6958
H7 2.9172 -2.0719 5.1587
H8 0.6364 -0.9896 3.6991
H9 -1.4251 -1.5512 3.8687
H10 -3.5993 -1.2410 4.9727
H11 -4.8715 0.8631 4.6628
H12 -3.9681 2.6390 3.1983
C15 -2.5045 -0.2941 -3.9627
C16 -1.3167 -0.3283 -3.2063
N3 -0.7954 0.7318 -2.6427
C17 -1.4331 1.9325 -2.7791
C18 -2.6497 2.0547 -3.4720
C19 -3.1702 0.8901 -4.0814
C20 -3.2954 3.3173 -3.5351
C21 -2.7312 4.3931 -2.9215
C22 -1.5016 4.2736 -2.2282
C23 -0.8296 3.0833 -2.1643
N4 0.3972 2.8881 -1.5071
C24 1.5694 3.4385 -2.0297
C25 1.6759 4.6487 -2.6698
C26 2.9084 5.1035 -3.1924
C27 4.0465 4.3646 -3.0839
C28 3.9805 3.0998 -2.4506
C29 5.1040 2.2505 -2.3235
C30 4.9842 1.0332 -1.7243
C31 3.7193 0.6471 -1.2500
N5 2.6543 1.4065 -1.3572
C32 2.7570 2.6434 -1.9370
H13 -2.8770 -1.2008 -4.4184
H14 -0.7977 -1.2688 -3.0502
H15 -4.0974 0.9522 -4.6387
H16 -4.2358 3.4097 -4.0635
H17 -3.2227 5.3565 -2.9529
H18 -1.0935 5.1386 -1.7221
H19 0.8068 5.2781 -2.7837
H20 2.9366 6.0693 -3.6798
H21 4.9921 4.7194 -3.4714
H22 6.0607 2.5876 -2.7046
H23 5.8287 0.3723 -1.5927
H24 3.5968 -0.3131 -0.7625
O3 -5.3111 -3.9484 1.4418
C33 -5.3836 -2.5542 1.6818
C34 -4.2359 -1.8853 0.9820
C35 -4.3243 -0.5699 0.5634
C36 -3.2013 0.0353 0.0238
N6 -2.0380 -0.5867 -0.1480
C37 -1.9808 -1.8872 0.1705
C38 -3.0391 -2.5550 0.7649
C39 -0.7277 -2.6278 -0.1811
C40 -0.7571 -3.9974 -0.3945
C41 0.4088 -4.6754 -0.7294
C42 0.3769 -6.1651 -0.9757
O4 -0.6085 -6.5202 -1.9297
C43 1.5731 -3.9362 -0.8405
C44 1.5163 -2.5685 -0.6226
N7 0.4017 -1.9141 -0.3089
H25 -6.0358 -4.3817 1.9019
H26 -5.2996 -2.3383 2.7541
H27 -6.3264 -2.1252 1.3304
H28 -5.2431 -0.0066 0.6687
H29 -3.2410 1.0753 -0.2831
H30 -2.9500 -3.5921 1.0536
H31 -1.6887 -4.5441 -0.3342
H32 0.0998 -6.6829 -0.0569
H33 1.3710 -6.5189 -1.2612
H34 -0.3017 -6.2628 -2.8049
H35 2.5156 -4.4040 -1.0964
H36 2.4210 -1.9762 -0.6993

=====

4.
Computed, not measured: a 5-piece molecular cluster, C13H36O5 overall, with ωB97M-V/def2-TZVPD.

Calculated values
Energy: -24290.5246 eV
Total charge: +1
⟨S²⟩: 0.755
Multiplicity: 2
Max |F|: 3.03 eV/Å

Element x y z (Å)
C1 29.2101 2.8157 5.4309
C2 30.4053 1.9332 4.8434
C3 31.2646 2.8264 3.9587
O1 31.0965 1.2552 5.8078
H1 29.6198 3.4566 6.2117
H2 28.3597 2.2780 5.8501
H3 28.7032 3.4802 4.7312
H4 29.9402 1.1850 4.2015
H5 30.8762 2.8098 2.9404
H6 32.2961 2.4845 3.8730
H7 31.3521 3.8652 4.2772
H8 30.4442 0.8859 6.4077
C4 24.4613 -0.6818 2.9954
C5 25.1943 0.6114 3.6167
C6 26.6180 0.2980 4.2363
O2 25.3127 1.4593 2.4188
H9 24.1497 -1.4449 3.7087
H10 25.1527 -1.0886 2.2574
H11 23.5060 -0.5538 2.4863
H12 24.4433 0.9912 4.3095
H13 26.4080 0.0609 5.2792
H14 27.3559 1.0946 4.3314
H15 27.1165 -0.4659 3.6395
H16 25.8092 0.9752 1.7551
C7 23.3999 0.8337 9.2641
C8 23.0972 0.1431 7.9499
C9 21.6259 0.1360 7.5900
O3 23.9389 0.7549 6.9719
H17 24.4853 0.7822 9.3502
H18 23.0548 0.2741 10.1336
H19 23.3120 1.9178 9.3354
H20 23.4034 -0.8854 8.1412
H21 21.4886 -0.4532 6.6833
H22 21.2353 1.1505 7.5104
H23 20.9792 -0.2777 8.3638
H24 23.3846 1.4422 6.5951
C10 27.4932 4.5386 0.8768
C11 26.1256 4.6003 1.7178
C12 24.8330 4.2661 1.0162
O4 26.1579 3.9564 2.9648
H25 27.7814 3.5984 0.4067
H26 28.3756 4.8780 1.4192
H27 27.3024 5.1420 -0.0106
H28 25.9181 5.6475 1.9378
H29 23.9375 4.4129 1.6199
H30 24.7544 3.2575 0.6105
H31 24.7276 4.8115 0.0784
H32 25.9266 3.0286 2.8798
C13 27.8553 0.2102 7.9527
O5 28.7503 -0.3256 7.0331
H33 27.3010 -0.5362 8.5217
H34 28.3696 0.8600 8.6609
H35 27.0274 0.8410 7.6289
H36 29.1520 -1.1373 7.3516

=====

5.
Computed, not measured: a 9-piece molecular cluster, C34H80Cl10N4 overall, with ωB97M-V/def2-TZVPD.

Calculated values
Energy: -167717.3652 eV
Energy relative to the best compared isomer or geometry (same formula, charge and spin): 167.8 kcal per mole
Total charge: 0
Multiplicity: 1
Max |F|: 16.51 eV/Å
SMILES: CCN(CC)CC.CCN(CC)CC.CCN(CC)CC.CCN(CC)CC.ClCCCl.ClCCCl.ClCCCl.ClCCCl.ClCCCl

Element x y z (Å)
Cl1 14.5560 22.6840 4.9680
C1 13.3770 21.7110 6.0290
C2 11.9270 22.0030 5.5860
Cl2 10.7730 21.0860 6.4730
H1 13.3470 22.0250 7.0920
H2 13.6510 20.7200 6.0760
H3 11.5490 21.7400 4.5580
H4 11.8120 22.9350 5.7680
Cl3 12.1370 24.5350 8.1550
C3 12.4580 26.2000 8.4170
C4 13.7520 26.4070 9.1760
Cl4 14.2930 28.1060 9.3920
H5 11.6610 26.7730 8.8470
H6 12.5140 26.7800 7.4810
H7 14.6750 25.8900 8.7170
H8 13.5980 26.0190 10.3170
Cl5 15.6450 25.1870 14.4200
C5 15.3990 26.9130 14.2490
C6 14.5810 27.1260 12.8820
Cl6 12.8980 26.5070 13.0750
H9 16.0820 27.4340 14.1610
H10 14.8180 27.1400 15.2210
H11 14.8940 26.7820 11.9610
H12 14.5920 28.0980 12.5920
Cl7 7.2730 18.6740 10.2930
C7 8.0450 20.1060 9.5910
C8 9.4610 20.3700 10.1140
Cl8 10.5860 19.0990 9.3660
H13 7.3520 20.8370 9.9340
H14 8.3040 20.0480 8.5170
H15 9.4310 20.1340 11.0750
H16 9.8530 21.3050 9.8610
Cl9 17.4460 26.0830 8.2750
C9 18.9420 25.9770 9.3340
C10 18.8260 24.8480 10.4430
Cl10 17.6330 25.5310 11.5950
H17 19.0100 27.1430 9.7200
H18 19.8130 25.7100 8.7770
H19 19.8140 24.5620 10.9150
H20 18.5890 23.7950 10.1630
C11 11.0570 20.2590 13.9150
C12 9.6200 20.6670 14.1870
N1 9.2050 21.7930 13.2440
C13 7.7640 21.9810 13.0160
C14 6.8940 21.8010 14.1110
C15 9.8560 23.0950 13.5310
C16 9.7520 24.2560 12.4610
H21 11.0810 19.5680 14.7200
H22 11.7770 20.9900 13.9860
H23 11.1140 19.7370 12.8970
H24 9.5630 21.2310 15.1530
H25 9.0810 19.8240 14.1440
H26 7.5870 21.0680 12.2890
H27 7.4650 22.4830 12.3110
H28 7.1610 21.1000 14.9920
H29 5.6970 21.6540 13.6390
H30 7.0010 22.8900 14.3980
H31 10.8330 23.0140 13.7560
H32 9.4610 23.6610 14.4390
H33 10.2680 25.1930 12.6660
H34 8.7500 24.3580 12.4190
H35 10.1010 23.7730 11.6980
C17 18.0220 16.3540 8.1790
C18 17.9600 16.5540 6.6710
N2 17.6160 15.2750 5.8310
C19 16.2860 14.7730 5.9440
C20 15.2380 15.6370 6.0990
C21 18.0170 15.5240 4.4160
C22 18.4510 14.2010 3.8860
H36 18.6590 15.4240 8.2770
H37 17.0180 16.2640 8.7020
H38 18.8190 17.0350 8.6510
H39 18.9970 16.6430 6.4680
H40 17.4520 17.3860 6.3310
H41 16.2390 14.3520 6.9350
H42 16.2430 13.9080 5.5050
H43 15.2610 16.6780 6.3990
H44 14.3110 15.1140 6.5010
H45 14.7950 15.6630 5.0220
H46 18.9940 16.1980 4.3490
H47 17.0440 15.8980 3.8710
H48 18.9130 14.2390 2.8020
H49 17.5860 13.5140 3.8360
H50 19.2890 13.7980 4.5120
C23 18.2900 20.6580 17.0880
C24 17.8260 20.0180 15.8540
N3 18.7230 20.5500 14.7430
C25 19.0080 19.7860 13.5990
C26 18.0130 18.9960 12.9860
C27 18.4200 21.9640 14.2680
C28 19.6360 22.7230 13.9880
H51 18.6210 21.8550 16.9450
H52 19.3070 20.1330 17.4240
H53 17.5610 20.1620 17.7910
H54 17.0600 20.4290 15.3490
H55 17.9700 18.8350 15.9480
H56 19.6610 19.0700 13.8730
H57 19.6460 20.3020 12.8640
H58 17.0930 18.7370 13.4330
H59 18.4090 17.9780 12.9650
H60 17.4610 19.3160 12.1540
H61 17.8240 22.4760 15.0240
H62 17.6590 21.9870 13.5120
H63 20.3770 22.7820 14.8510
H64 19.2850 23.8610 14.1340
H65 20.2660 22.5900 13.1220
C29 13.4030 20.1790 10.3600
C30 14.9440 20.1590 10.5930
N4 15.6630 21.1710 9.7730
C31 15.4570 22.4910 10.0790
C32 15.2730 22.8670 11.3910
C33 17.1320 20.9490 9.7640
C34 17.4420 19.5940 9.1320
H66 13.1870 19.9520 9.4310
H67 13.1500 21.1470 10.4960
H68 12.9040 19.5300 10.8290
H69 15.0880 19.0870 10.3880
H70 15.4180 20.3530 11.7530
H71 14.4310 22.5390 9.6930
H72 15.8450 23.2430 9.2440
H73 14.9710 22.2940 12.2400
H74 14.6630 23.9100 11.2680
H75 16.1890 23.2430 11.5620
H76 17.5090 21.1790 10.6790
H77 17.6240 21.5800 8.9550
H78 17.5890 18.6150 9.7150
H79 18.4990 19.9200 9.1080
H80 17.1860 19.2590 8.3490

=====

6.
Computed, not measured: a 3-piece molecular cluster, C16H21BBrNO8 overall, with ωB97M-V/def2-TZVPD.

Calculated values
Energy: -105516.3891 eV
Total charge: 0
Multiplicity: 1
Max |F|: 8.67 eV/Å
SMILES: NB(O)C1=C(CCO)C(=O)C(Br)=CC1=O.O=C1CCCO1.O=C1CCCO1

Element x y z (Å)
N1 -1.9425 0.9891 0.4854
B1 -0.4254 0.6952 0.5571
O1 0.3985 1.4551 1.5506
C1 0.1748 -0.4064 -0.5059
C2 1.5479 -0.2608 -1.0604
C3 2.6024 0.9588 -0.7631
C4 3.8421 0.5306 0.2688
O2 4.2555 1.6527 1.1519
C5 2.0522 -1.4733 -2.0908
O3 3.3450 -1.8694 -2.0977
C6 0.8862 -2.1539 -3.0227
Br1 1.4479 -2.7550 -4.8687
C7 -0.5006 -2.2974 -2.4876
C8 -0.7915 -1.6956 -0.9549
O4 -1.7636 -2.1857 -0.1510
H1 -2.4626 0.4039 1.1850
H2 -2.2972 0.7802 -0.4951
H3 0.0806 2.4174 1.4191
H4 2.1165 1.9698 -0.4296
H5 3.1452 1.1872 -1.8016
H6 4.7951 0.2980 -0.4095
H7 3.6177 -0.4517 0.8702
H8 5.1286 1.4562 1.6068
H9 -1.3439 -2.8211 -3.1429
O5 -3.5222 -3.6830 -4.1909
C9 -4.1117 -4.0542 -3.1894
O6 -4.8227 -3.2303 -2.3649
C10 -5.2835 -3.9776 -1.2401
C11 -5.2803 -5.4153 -1.6895
C12 -4.1263 -5.4558 -2.6590
H10 -4.6014 -3.8027 -0.4014
H11 -6.2853 -3.6403 -0.9586
H12 -5.1827 -6.1244 -0.8632
H13 -6.2136 -5.6402 -2.2200
H14 -3.1774 -5.6568 -2.1540
H15 -4.3001 -6.1785 -3.4595
O7 0.2272 4.5461 2.0123
C13 1.2893 4.6652 2.6005
O8 2.3834 3.8785 2.3810
C14 3.4044 4.2250 3.3154
C15 3.0784 5.6270 3.7592
C16 1.5723 5.6530 3.6916
H16 3.3769 3.5097 4.1441
H17 4.3832 4.1679 2.8302
H18 3.4762 5.8690 4.7483
H19 3.4905 6.3482 3.0429
H20 1.1171 5.2993 4.6208
H21 1.1995 6.6462 3.4308

=====

Q: max |F| of number 2 (CHNO)?
A: 0.57 eV/Å